1.
Below is one molecule with the formula C16H26N2OS in a non-equilibrium geometry, with properties calculated with the ωB97M-V functional and the def2-TZVPD basis.

## Properties
DFT total energy   -1208.1968 a.u.
ΔE to the lowest compared entry with this formula, charge and spin   1.759 eV
Charge   0
SMILES   CCCCCCCCCC(=O)N/N=C/c1ccc(C)s1

Cartesian coordinates (Å):
C (0.4625, 2.0888, 6.7968)
H (0.6702, 3.1528, 6.7048)
C (-0.4099, 1.6120, 5.6417)
C (0.2698, 1.8408, 4.2932)
C (-0.6103, 1.4890, 3.0929)
C (-0.8855, -0.0101, 2.9682)
C (-1.6838, -0.3816, 1.7097)
C (-0.8294, -0.9247, 0.5617)
C (0.1970, 0.0502, -0.0119)
C (-0.4574, 1.2449, -0.7160)
C (0.6034, 2.1638, -1.2605)
O (0.9668, 3.1982, -0.7460)
N (1.1899, 1.7378, -2.4243)
N (0.8404, 0.5994, -3.0285)
C (1.4218, 0.2280, -4.1012)
C (1.0508, -0.9945, -4.7336)
C (1.5525, -1.5404, -5.8874)
C (0.9540, -2.7681, -6.2189)
C (0.0007, -3.1642, -5.3270)
S (-0.1794, -2.0127, -4.0441)
C (-0.8290, -4.3966, -5.3591)
H (-0.5661, -5.0018, -6.2233)
H (-0.6757, -4.9859, -4.4557)
H (-1.8877, -4.1450, -5.4144)
H (1.2198, -3.3417, -7.0893)
H (2.3235, -1.0719, -6.4731)
H (2.2189, 0.8123, -4.5765)
H (1.9282, 2.3272, -2.8194)
H (-1.0761, 0.8807, -1.5360)
H (-1.0654, 1.8137, -0.0139)
H (0.8559, 0.4080, 0.7801)
H (0.8070, -0.4854, -0.7424)
H (-0.2966, -1.8100, 0.9180)
H (-1.4918, -1.2452, -0.2463)
H (-2.2542, 0.4844, 1.3715)
H (-2.4084, -1.1587, 1.9646)
H (0.0619, -0.5536, 2.9711)
H (-1.4456, -0.3315, 3.8478)
H (-0.1140, 1.8493, 2.1912)
H (-1.5614, 2.0207, 3.1798)
H (0.5492, 2.8947, 4.2197)
H (1.1908, 1.2540, 4.2498)
H (-1.3608, 2.1497, 5.6604)
H (-0.6246, 0.5501, 5.7736)
H (-0.0334, 1.9170, 7.7497)
H (1.4111, 1.5558, 6.8028)

---

2.
Below is one molecule with the formula C5H11NO2 in a non-equilibrium geometry, with properties calculated with the ωB97M-V functional and the def2-TZVPD basis.

## Properties
DFT total energy   -402.2929 a.u.
ΔE to the lowest compared entry with this formula, charge and spin   2.320 eV
Charge   0
SMILES   C/C=N\[C@H](C)C(O)O

Cartesian coordinates (Å):
C (-0.0384, 1.5679, 0.3696)
C (0.2628, -0.1290, 0.7364)
C (0.5552, -0.2567, 2.2180)
C (-0.1407, -1.3354, -1.9847)
C (-1.1458, -1.0336, -0.8988)
O (1.1724, 2.2267, 0.3945)
O (-0.6619, 1.6853, -0.8220)
N (-0.8974, -0.7785, 0.3463)
H (-1.2721, 0.8434, -1.0170)
H (1.5412, 2.1915, -0.4977)
H (-0.6305, 1.8987, 1.2287)
H (1.1468, -0.3285, 0.1169)
H (-2.1316, -1.4640, -1.0625)
H (-0.3634, -0.1251, 2.7867)
H (1.2809, 0.4972, 2.5209)
H (0.9642, -1.2424, 2.4414)
H (-0.2520, -2.3555, -2.3490)
H (0.9045, -1.2137, -1.7094)
H (-0.2943, -0.6485, -2.8182)

---

3.
Below is C8H9OPt as an isolated structure, with properties calculated with the ωB97M-V functional and the def2-TZVPD basis.

## Properties
DFT total energy   -503.3678 a.u.
Spin multiplicity   5
Charge   +3

Cartesian coordinates (Å):
Pt (-0.1703, -1.0113, 0.5096)
C (-0.5127, 2.5302, -2.8089)
C (-1.6291, 2.3119, -2.0159)
C (-1.9454, 0.9903, -1.5329)
C (-1.0930, -0.1017, -1.7966)
C (0.0105, 0.1318, -2.6420)
C (0.3135, 1.4598, -3.1167)
H (-0.2936, 3.5206, -3.1891)
H (-2.2980, 3.1290, -1.7671)
H (-2.8803, 0.8436, -1.0016)
H (-1.5236, -1.1033, -1.7797)
H (0.6239, -0.6937, -2.9886)
H (1.1887, 1.6000, -3.7423)
C (1.6391, -2.7117, 4.8394)
C (1.7913, -1.4284, 4.2299)
O (1.9312, -0.4165, 3.7884)
H (2.3188, -2.7362, 5.7051)
H (1.9247, -3.4917, 4.1255)
H (0.6042, -2.8227, 5.1836)

---

4.
Below is C2H3HgLiO as an isolated structure in a non-equilibrium geometry, with properties calculated with the ωB97M-V functional and the def2-TZVPD basis.

## Properties
DFT total energy   -313.7928 a.u.
Spin multiplicity   2
ΔE to the lowest compared entry with this formula, charge and spin   0.000 eV
Charge   +1

Cartesian coordinates (Å):
O (0.9976, 1.5423, 0.2940)
C (-0.0787, 1.8876, -0.0247)
Hg (-2.4364, -0.3042, 1.6137)
Li (-2.8173, -1.4440, -0.1565)
H (-0.6412, 2.8015, -0.0930)
C (-1.6102, 0.5028, -0.2143)
H (-2.5261, 1.0893, -0.2456)
H (-1.3434, 0.1421, -1.2073)

---

5.
Below is a 2-piece molecular cluster, C3H12N3O overall in a non-equilibrium geometry, with properties calculated with the ωB97M-V functional and the def2-TZVPD basis.

## Properties
DFT total energy   -360.8095 a.u.
ΔE to the lowest compared entry with this formula, charge and spin   0.687 eV
Charge   +1

Cartesian coordinates (Å):
C (-2.7831, -0.9769, -0.2572)
N (-3.8573, -1.3813, 0.4788)
N (-2.3922, 0.2623, -0.0548)
N (-2.3723, -1.7505, -1.2472)
C (0.0000, 0.0000, 0.0000)
C (-1.1526, 0.7245, -0.6790)
H (-4.5789, -0.7609, 0.8541)
H (-4.0649, -2.3704, 0.3205)
H (-2.8389, 0.8154, 0.6807)
H (-1.5178, -1.5194, -1.7600)
H (-2.8167, -2.6626, -1.3785)
H (-0.1381, -0.0292, 1.0939)
H (0.9589, 0.4985, -0.2203)
H (0.0473, -1.0357, -0.3764)
H (-0.9843, 1.8186, -0.6740)
H (-1.2550, 0.4045, -1.7337)
O (-3.7275, 2.3967, 1.9495)
H (-4.0344, 2.3636, 2.8838)
H (-3.2464, 3.2519, 1.8765)

---

6.
Below is C12H12ClCrNO3S2 as an isolated structure, with properties calculated with the ωB97M-V functional and the def2-TZVPD basis.

## Properties
DFT total energy   -3046.0030 a.u.
Spin multiplicity   5
ΔE to the lowest compared entry with this formula, charge and spin   0.159 eV
Charge   0

Cartesian coordinates (Å):
Cr (-0.4523, -0.5052, 1.5861)
Cl (2.4927, -2.2115, -4.9996)
C (1.5484, -1.9123, -3.5682)
C (0.1989, -2.3193, -3.5401)
C (-0.5787, -2.1003, -2.4407)
C (-0.0637, -1.4568, -1.2751)
O (-0.8422, -1.2630, -0.2713)
C (1.3008, -1.0534, -1.3296)
C (1.9427, -0.3694, -0.2493)
O (1.4396, -0.0350, 0.8293)
C (2.0860, -1.2940, -2.4834)
H (-0.2170, -2.8176, -4.4067)
H (-1.6112, -2.4229, -2.4157)
H (2.9980, -0.1030, -0.4111)
H (3.1225, -0.9787, -2.4937)
C (0.6685, 0.0816, 4.7710)
C (0.2578, -0.4717, 3.4449)
O (0.4678, -1.6618, 3.1755)
H (1.6048, -0.3691, 5.1029)
H (-0.1096, -0.1851, 5.4924)
H (0.7456, 1.1663, 4.7398)
S (-2.7127, -0.0467, 2.1655)
C (-2.0335, 1.1400, 1.1791)
N (-2.2617, 1.2425, -0.1629)
C (-1.2911, 2.0909, -0.8416)
C (-1.0800, 3.2684, 0.0999)
S (-1.1269, 2.5314, 1.7559)
H (-2.4826, 0.3523, -0.5950)
H (-1.6690, 2.4022, -1.8136)
H (-0.3496, 1.5453, -0.9828)
H (-1.8740, 4.0079, 0.0058)
H (-0.1184, 3.7480, -0.0678)